{
  "formula": "C22H44Br6O4",
  "method": "ωB97M-V with the def2-TZVPD basis set",
  "gap_ev": 9.92,
  "lumo_ev": 0.41,
  "e_homo_ev": -9.5164,
  "relative_energy_kj_mol": 0.0,
  "largest_force_ev_per_a": 2.06,
  "smiles": "C1CCOC1.C1CCOC1.C1CCOC1.C1CCOC1.BrCCBr.BrCCBr.BrCCBr",
  "elements": ["C", "C", "C", "O", "C", "H", "H", "H", "H", "H", "H", "H", "H", "C", "C", "C", "O", "C", "H", "H", "H", "H", "H", "H", "H", "H", "C", "C", "C", "O", "C", "H", "H", "H", "H", "H", "H", "H", "H", "C", "C", "C", "O", "C", "H", "H", "H", "H", "H", "H", "H", "H", "Br", "C", "C", "Br", "H", "H", "H", "H", "Br", "C", "C", "Br", "H", "H", "H", "H", "Br", "C", "C", "Br", "H", "H", "H", "H"],
  "positions_angstrom": [[-5.08876, -1.50077, 3.69380], [-4.65709, -2.85325, 3.16518], [-3.32406, -2.42226, 2.48375], [-3.46680, -1.02872, 2.02895], [-4.68509, -0.55526, 2.57706], [-4.52217, -1.27918, 4.60084], [-6.14266, -1.41846, 3.90299], [-5.38481, -3.30105, 2.47032], [-4.44313, -3.63859, 3.87830], [-2.99049, -3.05649, 1.66134], [-2.46964, -2.50254, 3.19979], [-5.44729, -0.50222, 1.78914], [-4.53682, 0.49253, 2.88189], [4.69695, -0.45987, 4.02876], [5.36729, -0.71567, 2.68850], [4.54684, -1.96812, 2.23083], [3.23277, -1.86607, 2.79301], [3.25192, -0.78573, 3.73855], [4.84688, 0.57820, 4.36582], [5.15234, -1.15759, 4.71785], [6.43526, -0.91291, 2.68243], [5.14967, 0.15409, 2.04807], [5.06806, -2.84661, 2.66538], [4.50923, -2.07937, 1.14839], [2.77715, -1.15680, 4.64100], [2.75486, 0.10306, 3.31857], [-4.31250, 1.11852, -3.14287], [-3.32099, 0.96086, -1.98914], [-4.18495, 0.33834, -0.87248], [-5.53427, 0.55759, -1.25783], [-5.55610, 0.34844, -2.66219], [-3.95358, 0.76278, -4.09908], [-4.64771, 2.18011, -3.21022], [-2.88897, 1.94347, -1.69539], [-2.50368, 0.31122, -2.29092], [-4.18219, 0.82167, 0.10110], [-3.97298, -0.73416, -0.72732], [-6.52842, 0.73368, -2.99706], [-5.45770, -0.74159, -2.88641], [-0.31242, 4.52890, -2.15583], [0.03089, 4.01694, -0.72638], [-0.20081, 5.26688, 0.10836], [-0.11154, 6.44538, -0.79285], [-0.82033, 5.96114, -1.90239], [-1.00355, 3.91343, -2.73036], [0.63454, 4.62653, -2.69238], [1.05542, 3.63616, -0.65017], [-0.62692, 3.20768, -0.36945], [0.52336, 5.46189, 0.91344], [-1.20968, 5.32455, 0.50755], [-0.69735, 6.69278, -2.72386], [-1.89290, 5.99580, -1.68013], [1.19723, -3.63558, -4.17572], [2.07351, -5.08682, -3.26607], [3.45716, -5.24990, -3.73704], [4.49998, -6.23404, -2.40487], [1.53171, -5.98468, -3.59667], [1.91722, -4.84459, -2.22868], [4.01844, -4.32861, -3.78022], [3.64149, -5.83107, -4.63520], [3.81272, 3.25824, 0.73378], [4.24877, 3.09913, -1.13596], [4.42569, 1.66467, -1.54828], [4.55657, 1.44340, -3.44477], [5.14332, 3.70483, -1.25787], [3.39657, 3.62756, -1.58581], [3.57996, 1.06409, -1.21099], [5.32024, 1.20900, -1.13033], [0.63378, 0.45732, -0.17062], [0.00746, -1.31987, 0.34479], [1.09165, -2.38214, 0.18362], [0.24786, -4.12502, 0.12986], [-0.79281, -1.52060, -0.34352], [-0.38686, -1.19582, 1.33117], [1.85693, -2.47753, 0.95987], [1.56629, -2.31132, -0.80670]],
  "atomic_forces_ev_per_a": [[0.0, 0.1, 0.3], [0.9, 0.1, -1.1], [0.6, 0.0, 0.0], [0.2, -1.8, 0.6], [-0.3, 1.0, -0.3], [-0.1, 0.1, 0.0], [-0.4, 0.0, 0.2], [0.3, 0.4, -0.1], [0.0, 0.1, 0.5], [-0.4, 0.1, -0.3], [-0.7, 0.4, -0.1], [-0.1, -0.3, 0.0], [0.0, -0.3, 0.2], [1.0, 0.4, -0.2], [-1.4, -0.1, -1.0], [1.1, 0.1, 0.5], [0.7, 0.5, -0.2], [-0.1, -0.1, 0.2], [-0.1, -0.5, 0.1], [-0.2, -0.1, 0.6], [0.0, 0.0, 0.2], [0.2, -0.3, -0.1], [-0.4, 0.1, -0.3], [-0.2, 0.0, 0.0], [-0.5, 0.3, 0.0], [-0.2, -0.3, 0.2], [-1.3, 0.9, 0.1], [0.3, 0.4, 0.3], [-0.3, 0.3, 0.6], [-0.1, -0.6, -0.5], [0.0, -0.3, 0.2], [0.1, 0.1, -0.2], [0.5, -0.7, -0.3], [-0.3, -0.7, -0.1], [0.2, -0.1, 0.2], [0.8, 0.0, 0.1], [-0.1, 0.2, -0.1], [0.4, -0.2, -0.3], [-0.2, 0.5, 0.1], [0.5, 0.5, 0.2], [-0.6, -0.1, -0.1], [0.8, 1.9, 0.2], [0.2, -1.7, 0.8], [-0.4, 0.7, -0.9], [0.0, 0.0, 0.1], [-0.2, -0.2, -0.2], [-0.2, 0.2, -0.1], [0.2, 0.3, -0.3], [-0.3, -0.3, -0.3], [-0.2, -0.4, 0.2], [0.3, -0.6, 0.2], [-0.2, -0.3, 0.1], [-0.2, 0.5, -0.4], [-1.3, -1.0, -0.8], [2.0, 0.2, 0.4], [0.0, -0.3, 0.3], [-0.1, 0.3, 0.7], [0.3, -0.3, 0.3], [-0.1, 0.3, -0.3], [-0.6, 0.2, -0.2], [0.0, -0.3, 0.7], [-0.2, 0.9, -0.3], [-0.3, -0.5, 0.8], [0.0, 0.1, -0.5], [0.0, -0.1, -0.2], [0.4, -0.5, -0.3], [0.0, 0.1, -0.1], [0.1, 0.2, 0.1], [0.2, -0.1, 0.1], [0.7, -0.1, -0.4], [0.3, 0.1, -0.5], [-0.3, -0.4, 0.1], [-0.3, -0.1, -0.2], [-0.1, -0.2, 0.6], [-0.4, 0.5, 0.0], [-0.1, 0.2, 0.4]]
}